Record 1
ORCA calculation (wB97M-V/def2-TZVPD) on a cluster of 10 separate species, C27H74O10 in total.

Values from the calculation:
**2S+1**: 1
**Total charge**: 0

XYZ file:
```
111
Properties=species:S:1:pos:R:3:lowdin_charge:R:1
C 1.3087 -0.5585 -5.4015 -0.0555
C 1.5831 -1.7700 -4.5680 -0.5051
C 0.3779 -2.7049 -4.5600 -0.0400
O 2.6449 -2.4271 -5.2425 -0.0626
H 0.9885 -0.8385 -6.3871 0.0787
H 2.2037 0.0876 -5.4932 0.0954
H 0.5430 0.0532 -4.9627 0.0675
H 1.9442 -1.5159 -3.5625 0.1041
H -0.4572 -2.1860 -4.0848 0.0619
H 0.5841 -3.6264 -4.0338 0.0539
H 0.0834 -2.9249 -5.5761 0.0834
H 2.8452 -3.2657 -4.8030 0.0615
C 2.5395 4.9157 1.7856 -0.0335
C 2.4591 4.6886 3.3159 -0.5034
C 2.6385 3.2424 3.7139 -0.0641
O 3.3970 5.5523 3.9322 -0.0538
H 3.4972 4.5887 1.4378 0.0713
H 2.4437 5.9904 1.6035 0.0801
H 1.7040 4.4170 1.2885 0.0638
H 1.4640 4.9858 3.6708 0.1302
H 1.7763 2.6525 3.3987 0.0573
H 2.7441 3.1356 4.8203 0.0877
H 3.5128 2.7558 3.2674 0.0769
H 3.3811 5.4460 4.8936 0.0896
C -0.8378 4.4586 -1.4797 -0.0657
C -1.8361 3.7808 -0.5007 -0.4542
C -3.0288 4.7232 -0.1505 -0.0562
O -2.3380 2.5258 -1.0184 -0.0850
H -0.5165 5.4796 -1.1467 0.0854
H -1.3036 4.5849 -2.4621 0.0736
H 0.0659 3.8832 -1.6742 0.0566
H -1.2807 3.6139 0.4475 0.1264
H -2.6085 5.5659 0.4422 0.0818
H -3.7720 4.2350 0.4783 0.0657
H -3.5080 5.1513 -1.0089 0.0632
H -1.8620 1.7881 -0.6001 0.0293
C -4.8284 0.5995 3.9782 -0.0344
C -4.8858 -0.2920 2.7058 -0.4981
C -4.5278 0.4457 1.4334 -0.0377
O -4.0480 -1.3845 2.9899 -0.0662
H -3.7895 0.9291 4.1245 0.0693
H -5.0922 -0.0462 4.8137 0.0799
H -5.5403 1.4097 3.8652 0.0791
H -5.8995 -0.6991 2.6914 0.1344
H -4.5898 -0.1184 0.5071 0.0775
H -3.5780 0.9685 1.6260 0.0789
H -5.3106 1.2476 1.3542 0.0997
H -4.2824 -2.1325 2.4378 0.1031
C -1.2855 0.0189 5.5956 -0.0366
C -0.6523 -0.6097 4.3039 -0.5036
C -0.3906 -2.1363 4.4171 -0.0292
O -1.3454 -0.3087 3.1472 -0.0796
H -2.2327 -0.5334 5.6974 0.0767
H -1.3990 1.0982 5.5149 0.0766
H -0.6276 -0.2640 6.4104 0.0711
H 0.3124 -0.0846 4.1819 0.1239
H -1.3136 -2.6022 4.7993 0.0862
H 0.4550 -2.2085 5.1209 0.0824
H -0.1180 -2.4345 3.4061 0.0672
H -2.2673 -0.6221 3.1829 0.0611
C -0.1640 -4.5041 -0.8504 -0.0556
C -1.0496 -3.7768 0.1197 -0.5008
C -2.0662 -2.8169 -0.5607 -0.0306
O -1.8461 -4.6191 0.9386 -0.0498
H 0.6779 -5.0151 -0.3160 0.0928
H 0.2499 -3.7975 -1.5666 0.0550
H -0.8205 -5.1865 -1.4110 0.0960
H -0.3794 -3.1713 0.7757 0.1188
H -2.6253 -2.2668 0.2055 0.0692
H -2.7136 -3.4489 -1.1761 0.0883
H -1.5781 -2.0885 -1.2078 0.0494
H -1.4717 -5.4503 1.2173 0.0817
C 0.5475 0.1166 -1.3263 -0.0338
C 0.2780 0.0716 0.1887 -0.4560
C 1.1960 0.9529 1.0413 -0.0217
O -1.0908 0.4166 0.3687 -0.0836
H 1.6242 -0.1416 -1.4785 0.0792
H 0.3616 1.0873 -1.7768 0.0769
H -0.0102 -0.6626 -1.8607 0.0558
H 0.3339 -0.9829 0.5107 0.1237
H 1.1213 1.9924 0.6841 0.0830
H 2.2153 0.5748 0.8966 0.0664
H 0.9060 0.8445 2.0939 0.0593
H -1.3525 0.1464 1.2550 0.0502
C 3.4260 -3.2078 -1.8880 -0.1027
C 3.4775 -4.6702 -2.0434 -0.3109
O 2.6362 -4.9970 -3.1718 -0.0936
H 4.0552 -3.0150 -1.0067 0.0854
H 2.4305 -2.8184 -1.6570 0.0630
H 3.8166 -2.6456 -2.7366 0.0801
H 3.1415 -5.1873 -1.1048 0.1189
H 4.4984 -4.9812 -2.2827 0.1142
H 2.6855 -5.9555 -3.2731 0.0896
C -3.0195 -0.0933 -3.1594 -0.0966
C -3.7220 0.6014 -4.2789 -0.3412
O -4.7238 -0.1154 -4.9791 -0.0744
H -2.2271 0.5300 -2.7053 0.0688
H -2.6475 -1.0562 -3.4839 0.0562
H -3.7784 -0.2577 -2.3940 0.0759
H -2.9379 0.9373 -4.9758 0.1075
H -4.2195 1.5043 -3.8959 0.1207
H -4.4411 -0.9983 -5.2478 0.0811
C 5.0620 0.4071 0.3257 -0.1032
C 6.4132 0.7900 -0.1828 -0.3353
O 6.3206 2.0960 -0.7502 -0.0757
H 5.1306 -0.5414 0.8574 0.0764
H 4.3204 0.3706 -0.4613 0.0622
H 4.6945 1.1502 1.0632 0.0756
H 6.7946 0.0849 -0.9378 0.1138
H 7.1369 0.8035 0.6343 0.1086
H 7.1890 2.2657 -1.1135 0.0743
```

***

Record 2
ORCA calculation (wB97M-V/def2-TZVPD) on a cluster of 10 separate species, C27H74O13 in total.

Values from the calculation:
**2S+1**: 1
**Total charge**: 0

XYZ file:
```
114
Properties=species:S:1:pos:R:3:lowdin_charge:R:1
C -3.4790 0.7994 -8.3816 -0.0633
C -3.9208 -0.3980 -7.5243 -0.4620
C -4.4286 -1.5982 -8.3467 -0.0661
O -2.7635 -0.8579 -6.8218 -0.0785
H -4.3571 1.3876 -8.6482 0.0724
H -2.8590 0.6075 -9.2573 0.0815
H -3.0099 1.4414 -7.6360 0.0751
H -4.6055 -0.0582 -6.7473 0.1369
H -3.7067 -2.0638 -9.0176 0.0808
H -5.2728 -1.3443 -8.9877 0.0685
H -5.0155 -2.3097 -7.7657 0.0724
H -2.1071 -1.2322 -7.4140 0.0824
C -6.8906 4.0180 -3.2892 -0.0739
C -5.8737 5.0874 -3.5299 -0.5354
C -6.5000 6.4566 -3.8457 -0.0442
O -5.1717 5.2838 -2.3643 -0.0442
H -7.6681 4.1806 -2.5429 0.0829
H -6.4400 3.1316 -2.8428 0.0748
H -7.4180 3.7224 -4.1962 0.0814
H -5.1863 4.8082 -4.3284 0.1321
H -5.8190 7.2886 -3.6666 0.0773
H -7.3423 6.5419 -3.1591 0.0778
H -6.8371 6.5448 -4.8785 0.0761
H -4.7635 4.4908 -2.0091 0.0952
C -7.3969 -6.2815 -1.9747 -0.0746
C -7.2431 -5.0738 -1.1038 -0.5444
C -6.3891 -3.9537 -1.8035 -0.0427
O -8.4489 -4.5743 -0.6701 -0.0172
H -7.4913 -5.9961 -3.0224 0.0729
H -8.2377 -6.9134 -1.6886 0.0817
H -6.4864 -6.8807 -1.9863 0.0792
H -6.6091 -5.4436 -0.2980 0.1297
H -7.0516 -3.5991 -2.5931 0.0727
H -5.3667 -4.1017 -2.1510 0.0792
H -6.3127 -3.2147 -1.0059 0.0733
H -8.7231 -3.9112 -1.3078 0.0901
C 3.9251 -1.3612 6.7712 -0.0623
C 5.3302 -2.0022 6.7241 -0.4700
C 5.6259 -2.8520 7.9882 -0.0537
O 5.3942 -2.8139 5.5700 -0.0675
H 3.0784 -1.9295 7.1561 0.0774
H 3.4199 -1.1172 5.8367 0.0705
H 4.0203 -0.3760 7.2277 0.0745
H 6.1858 -1.3468 6.5614 0.1335
H 6.6912 -2.9830 8.1782 0.0725
H 5.0904 -3.7926 7.8590 0.0758
H 5.2746 -2.4063 8.9187 0.0713
H 4.6152 -3.3721 5.6267 0.0778
C -3.7153 -2.9254 7.9603 -0.0646
C -3.4561 -3.4926 6.5326 -0.4557
C -4.7004 -4.2293 6.0398 -0.0784
O -3.1130 -2.4063 5.6596 -0.0558
H -4.5501 -2.2264 8.0120 0.0748
H -2.8795 -2.3903 8.4111 0.0700
H -3.8985 -3.7306 8.6718 0.0716
H -2.6363 -4.2098 6.5742 0.1290
H -4.8088 -4.4233 4.9727 0.0753
H -5.6435 -3.7125 6.2168 0.0765
H -4.8068 -5.2252 6.4698 0.0782
H -3.9366 -2.1017 5.2717 0.0791
C 3.2034 7.5749 -4.5310 -0.0572
C 2.6136 6.1589 -4.7177 -0.5033
C 3.6146 5.1835 -5.2504 -0.0599
O 2.1286 5.7130 -3.4554 -0.0649
H 3.3593 7.9588 -5.5392 0.0751
H 4.1694 7.6410 -4.0304 0.0792
H 2.5144 8.1777 -3.9393 0.0712
H 1.7255 6.2228 -5.3464 0.1308
H 4.0335 5.5745 -6.1776 0.0817
H 3.0307 4.3131 -5.5497 0.0791
H 4.4065 4.8975 -4.5581 0.0896
H 1.6020 6.3837 -3.0144 0.0785
C 4.4581 6.8718 1.8879 -0.0559
C 5.6009 5.9545 2.3041 -0.5125
C 6.2372 5.3051 1.1357 -0.0785
O 6.5968 6.6763 3.0218 -0.0492
H 3.8594 7.4617 2.5819 0.0773
H 3.7133 6.2508 1.3901 0.0732
H 4.7296 7.5459 1.0755 0.0797
H 5.2218 5.1739 2.9636 0.1322
H 5.4858 4.9002 0.4578 0.0840
H 6.9548 4.5458 1.4466 0.0808
H 6.8341 5.9726 0.5142 0.0883
H 7.2895 6.0438 3.2260 0.0806
O 1.5446 0.5223 -1.1016 -0.0393
C 0.6833 0.2347 -0.0621 -0.2944
C -0.7191 -0.2418 -0.4275 -0.2327
O -1.4241 0.7928 -1.1222 -0.0726
H 1.1196 1.3026 -1.4650 0.0849
H 1.1431 -0.5695 0.5123 0.1195
H 0.5985 1.1219 0.5654 0.1192
H -1.4083 -0.5725 0.3495 0.1172
H -0.5932 -1.1626 -0.9971 0.1157
H -1.4037 0.5956 -2.0615 0.0824
O 8.9384 -1.9429 1.5077 -0.0827
C 8.3196 -1.0287 0.5960 -0.2296
C 7.5938 -1.6414 -0.6928 -0.1931
O 7.1181 -0.5196 -1.5128 -0.0807
H 8.1775 -2.2422 2.0108 0.0735
H 7.6902 -0.4685 1.2874 0.1138
H 9.1242 -0.4118 0.1959 0.1115
H 6.7880 -2.2683 -0.3111 0.0989
H 8.1559 -2.4156 -1.2149 0.1120
H 6.2653 -0.2302 -1.1801 0.0764
O 0.2728 -6.0048 2.2042 -0.0675
C 1.6352 -6.3278 2.1503 -0.2482
C 1.9248 -7.1477 3.3823 -0.2552
O 1.8102 -6.2704 4.4817 -0.0781
H 0.0605 -5.5522 3.0238 0.0800
H 1.7032 -6.8787 1.2122 0.1246
H 2.2915 -5.4581 2.1196 0.1206
H 2.9367 -7.5489 3.3258 0.1137
H 1.2080 -7.9266 3.6426 0.1237
H 1.7488 -6.7990 5.2807 0.0870
```

***

In order of appearance, energy = -49672.927 -55810.796 eV.
In order of appearance, gap between HOMO and LUMO = 10.05 10.04 eV.
In order of appearance, LUMO = 0.40 0.16 eV.